1.
Here is C37H56Cl24N2OS as an isolated structure in a non-equilibrium geometry from the OMol25 dataset. Energies are from ωB97M-V with the def2-TZVPD basis set.

Cartesian coordinates (Å):
N -1.377 -0.788 -3.312
C -0.194 -0.668 -3.879
O 1.244 -0.907 -4.183
C 2.046 -0.098 -3.229
C 1.735 -0.210 -1.597
C 2.588 0.659 -0.452
C 3.758 1.653 -1.039
C 4.085 1.775 -2.675
C 3.243 0.880 -3.793
N 5.188 2.681 -3.177
C 5.082 4.093 -2.644
C 5.106 5.466 -3.582
C 5.001 6.989 -2.919
C 4.849 7.207 -1.271
C 4.823 5.867 -0.325
C 4.930 4.377 -1.003
S 4.845 2.785 0.051
H 0.867 -0.900 -1.167
H 2.359 0.612 0.702
H 3.515 0.961 -4.931
H 6.073 2.281 -2.743
H 5.193 5.313 -4.739
H 5.038 7.988 -3.564
H 4.750 8.254 -0.756
H 4.705 5.895 0.863
Cl 1.347 1.132 -6.802
C 1.901 1.778 -8.367
C 3.377 1.507 -8.611
Cl 4.423 2.440 -7.513
H 1.679 2.850 -8.389
H 1.300 1.290 -9.141
H 3.645 1.801 -9.630
H 3.617 0.446 -8.489
Cl -5.490 -0.808 1.020
C -4.936 -0.162 -0.545
C -3.460 -0.433 -0.789
Cl -2.414 0.500 0.309
H -5.158 0.909 -0.567
H -5.537 -0.650 -1.319
H -3.192 -0.139 -1.808
H -3.220 -1.494 -0.667
Cl 8.009 9.746 0.860
C 7.106 11.268 1.071
C 5.608 11.076 0.895
Cl 5.171 10.698 -0.790
H 7.505 12.000 0.362
H 7.319 11.624 2.083
H 5.082 11.998 1.159
H 5.227 10.273 1.533
Cl -1.082 1.717 3.273
C -0.651 0.021 3.610
C 0.852 -0.178 3.724
Cl 1.680 0.039 2.163
H -1.081 -0.602 2.820
H -1.134 -0.246 4.555
H 1.068 -1.197 4.058
H 1.296 0.517 4.444
Cl 0.768 -3.190 -0.152
C 1.061 -4.095 -1.658
C -0.167 -4.867 -2.113
Cl -0.555 -6.219 -1.020
H 1.917 -4.758 -1.494
H 1.342 -3.360 -2.419
H 0.012 -5.300 -3.102
H -1.047 -4.220 -2.179
Cl -3.903 -6.550 4.208
C -3.349 -5.904 2.643
C -1.873 -6.174 2.399
Cl -0.827 -5.242 3.497
H -3.572 -4.832 2.621
H -3.950 -6.391 1.870
H -1.605 -5.880 1.380
H -1.634 -7.235 2.521
Cl -6.847 5.143 0.354
C -5.321 4.265 0.628
C -4.553 4.029 -0.663
Cl -5.378 2.871 -1.735
H -5.558 3.323 1.134
H -4.723 4.876 1.311
H -3.570 3.606 -0.437
H -4.404 4.960 -1.218
Cl 5.095 -0.749 -5.271
C 5.741 -2.274 -5.928
C 5.901 -2.228 -7.439
Cl 4.333 -2.177 -8.281
H 5.074 -3.085 -5.618
H 6.714 -2.435 -5.455
H 6.418 -3.127 -7.785
H 6.485 -1.357 -7.755
Cl -12.749 6.012 0.617
C -11.224 5.134 0.892
C -10.455 4.898 -0.399
Cl -11.281 3.740 -1.471
H -11.461 4.192 1.398
H -10.626 5.745 1.575
H -9.472 4.475 -0.174
H -10.307 5.829 -0.954
Cl 2.583 -6.002 7.572
C 2.877 -6.907 6.065
C 1.648 -7.680 5.610
Cl 1.260 -9.031 6.703
H 3.732 -7.570 6.229
H 3.157 -6.172 5.305
H 1.827 -8.113 4.622
H 0.768 -7.033 5.544
Cl -3.177 -9.594 4.787
C -2.745 -11.290 5.124
C -1.242 -11.489 5.238
Cl -0.414 -11.272 3.676
H -3.175 -11.913 4.334
H -3.229 -11.557 6.068
H -1.027 -12.508 5.572
H -0.798 -10.794 5.958
Cl -4.022 1.150 3.955
C -4.597 0.645 5.563
C -3.530 0.810 6.634
Cl -2.182 -0.334 6.422
H -4.938 -0.393 5.491
H -5.462 1.271 5.801
H -3.960 0.614 7.620
H -3.117 1.824 6.637

Net charge ... 0
HOMO-LUMO gap ... 0.277 Ha
E_HOMO ... -7.926 eV
LUMO level ... -0.0146 Eh

Mulliken atomic charge list, values in e, 6 entries: -0.558 0.433 -0.293 0.083 0.540 -0.458

2.
Here is C8H23Ba2F3O7 as an isolated structure in a non-equilibrium geometry from the OMol25 dataset. Energies are from ωB97M-V with the def2-TZVPD basis set.

Cartesian coordinates (Å):
Ba -4.408 3.256 1.168
Ba -0.091 3.683 -2.282
O -1.199 1.129 0.386
H -1.553 0.290 0.033
C 2.100 0.041 -5.031
O 2.460 0.150 -3.652
O 1.580 1.338 -5.319
C 3.038 -0.686 -6.027
F 2.545 -0.645 -7.283
F 4.243 -0.144 -6.108
F 3.271 -1.941 -5.733
C 2.635 -1.035 -2.836
C 3.484 -0.436 -1.713
H 4.357 0.089 -2.099
H 2.847 0.243 -1.147
H 3.873 -1.271 -1.130
H 3.297 -1.761 -3.310
H 1.731 -1.502 -2.446
H 1.241 -0.622 -4.927
C -0.681 -3.098 1.844
O 0.242 -2.041 1.787
H -0.243 -4.050 2.145
H -1.647 -2.900 2.309
H -0.874 -3.270 0.785
H -0.209 -1.272 1.429
C -2.366 1.098 4.927
O -2.557 2.516 4.816
H -3.218 0.585 4.481
H -1.426 0.801 4.461
H -2.280 0.895 5.995
H -2.163 2.929 5.587
C 2.326 2.669 3.569
O 1.691 3.170 2.378
H 1.671 2.849 4.421
H 2.615 1.623 3.469
H 3.155 3.341 3.787
H 0.937 2.608 2.183
C -5.045 -1.703 0.078
O -5.469 -0.459 -0.392
H -5.708 -2.497 -0.265
H -4.016 -1.888 -0.228
H -5.065 -1.742 1.167
H -5.120 -0.337 -1.278

Net charge ... +2
ΔE to the lowest compared entry with this formula, charge and spin ... 11.229 eV
HOMO-LUMO gap ... 0.081 Ha
E_HOMO ... -11.333 eV
LUMO level ... -0.3353 Eh

Mulliken atomic charge list, values in e, 6 entries: 1.716 1.665 -1.126 0.288 -0.028 -0.234

3.
Here is a single Cl2 molecule in a non-equilibrium geometry from the OMol25 dataset. Energies are from ωB97M-V with the def2-TZVPD basis set.

Cartesian coordinates (Å):
Cl 0.000 0.000 0.962
Cl 0.000 0.000 -0.962

Structure (SMILES) ... ClCl
Net charge ... 0
ΔE to the lowest compared entry with this formula, charge and spin ... 0.052 eV
HOMO-LUMO gap ... 0.382 Ha
E_HOMO ... -10.834 eV
LUMO level ... -0.0166 Eh

Per-atom Mulliken charges, elementary charge units: 0.000 0.000

4.
Here is C33H37N5O6P3Re as an isolated structure from the OMol25 dataset. Energies are from ωB97M-V with the def2-TZVPD basis set.

Cartesian coordinates (Å):
Re 0.460 0.489 -0.607
N -1.038 -1.761 2.052
C -1.704 -2.661 1.257
C -2.551 -3.597 1.870
C -3.161 -4.593 1.147
C -2.950 -4.709 -0.231
C -2.170 -3.783 -0.855
C -1.574 -2.721 -0.134
P -0.770 -1.561 -1.271
C 0.395 -2.616 -2.170
C 0.147 -3.079 -3.459
C 1.006 -4.015 -4.025
C 2.100 -4.480 -3.310
C 2.340 -4.023 -2.016
C 1.489 -3.095 -1.445
C -2.109 -1.008 -2.354
C -1.853 -0.549 -3.654
C -2.891 -0.107 -4.457
C -4.192 -0.097 -3.961
C -4.450 -0.532 -2.667
C -3.415 -0.991 -1.862
H -1.377 -1.550 2.968
H -0.343 -1.150 1.695
H -2.676 -3.541 2.947
H -3.797 -5.309 1.654
H -3.404 -5.510 -0.800
H -2.035 -3.860 -1.929
H -0.719 -2.742 -4.016
H 0.807 -4.391 -5.022
H 2.757 -5.220 -3.752
H 3.175 -4.415 -1.448
H 1.654 -2.771 -0.418
H -0.849 -0.571 -4.051
H -2.692 0.213 -5.472
H -5.008 0.233 -4.592
H -5.464 -0.533 -2.285
H -3.629 -1.349 -0.861
N 1.291 1.544 4.099
C 1.079 2.154 2.703
C 1.443 3.642 2.723
P 2.205 1.233 1.574
O 2.099 2.110 0.195
O 3.536 1.113 2.154
O 1.467 -0.057 1.089
P -0.709 1.783 2.265
O -1.436 3.181 2.301
O -1.133 0.830 3.311
O -0.787 1.366 0.767
H 1.358 2.269 4.812
H 2.152 0.996 4.157
H 0.452 0.959 4.290
H 2.512 3.784 2.901
H 0.885 4.157 3.506
H 1.171 4.121 1.784
H 2.792 2.798 0.121
H -2.142 3.260 2.971
N -2.133 3.088 -2.547
C -1.831 1.988 -1.887
N -0.515 1.739 -1.949
C 0.068 2.812 -2.678
C 1.387 3.107 -3.014
C 1.608 4.252 -3.753
C 0.555 5.089 -4.154
C -0.752 4.806 -3.818
C -0.963 3.657 -3.069
H -3.067 3.460 -2.652
H -2.558 1.368 -1.386
H 2.215 2.473 -2.717
H 2.622 4.511 -4.035
H 0.774 5.974 -4.738
H -1.571 5.451 -4.118
C 5.382 -0.931 -4.455
C 4.224 -0.640 -3.557
C 4.336 -0.678 -2.165
C 3.253 -0.404 -1.372
N 2.038 -0.073 -1.885
C 1.925 -0.032 -3.236
C 2.967 -0.308 -4.075
H 6.225 -1.352 -3.912
H 5.712 -0.006 -4.939
H 5.091 -1.615 -5.255
H 5.274 -0.943 -1.692
H 3.343 -0.502 -0.302
H 0.960 0.243 -3.629
H 2.803 -0.266 -5.144

Net charge ... +3
ΔE to the lowest compared entry with this formula, charge and spin ... 0.337 eV
HOMO-LUMO gap (spin up / spin down) ... 0.215 / 0.180 Ha
E_HOMO (spin up / spin down) ... -15.011 / -15.000 eV
LUMO level (spin up / spin down) ... -0.3363 / -0.3708 Eh
Spin multiplicity ... 4

Mulliken atomic charge list, values in e, 6 entries: 1.679 -0.195 1.196 -0.511 -0.760 -0.853

Going through the records in order, we get E_tot values of -355661.1585, -32516.9046, -25043.9087, -84537.4367 eV.